Entry 1:
{"formula": "C33H66Br6O23S5", "method": "the ωB97M-V functional and the def2-TZVPD basis", "e_tot_ha": -20462.50534, "homo_lumo_gap_ha": 0.328, "e_lumo_ha": -0.0095, "e_above_lowest_kj_mol": 0.0, "elements": ["O", "C", "O", "C", "C", "C", "H", "H", "H", "H", "H", "H", "O", "C", "O", "C", "C", "C", "H", "H", "H", "H", "H", "H", "O", "C", "O", "C", "C", "C", "H", "H", "H", "H", "H", "H", "O", "C", "O", "C", "C", "C", "H", "H", "H", "H", "H", "H", "O", "S", "O", "O", "C", "C", "C", "H", "H", "H", "H", "H", "H", "H", "H", "O", "S", "O", "O", "C", "C", "C", "H", "H", "H", "H", "H", "H", "H", "H", "O", "S", "O", "O", "C", "C", "C", "H", "H", "H", "H", "H", "H", "H", "H", "O", "S", "O", "O", "C", "C", "C", "H", "H", "H", "H", "H", "H", "H", "H", "O", "S", "O", "O", "C", "C", "C", "H", "H", "H", "H", "H", "H", "H", "H", "C", "Br", "Br", "Br", "H", "C", "Br", "Br", "Br", "H"], "xyz": [[-8.66777, 22.49344, 9.09689], [-8.63264, 21.32096, 9.35519], [-7.70896, 20.82634, 10.19276], [-7.81206, 19.41950, 10.36684], [-8.78313, 18.92272, 9.27406], [-9.48228, 20.19347, 8.79064], [-8.25135, 19.21595, 11.34226], [-6.85559, 18.91282, 10.25182], [-9.49769, 18.22902, 9.71078], [-8.27937, 18.39481, 8.46579], [-10.48101, 20.33273, 9.20536], [-9.55791, 20.30828, 7.71199], [-2.88511, 15.39916, 14.14041], [-3.17762, 14.38174, 14.70402], [-2.58976, 13.19961, 14.48762], [-3.14806, 12.16300, 15.29971], [-4.43120, 12.75302, 15.89915], [-4.18529, 14.26001, 15.82977], [-2.41348, 11.90478, 16.06522], [-3.33592, 11.27809, 14.69499], [-4.58130, 12.44682, 16.93532], [-5.31977, 12.47547, 15.33445], [-3.77726, 14.69520, 16.73737], [-5.08905, 14.80890, 15.57778], [-2.12818, 21.70580, 16.71017], [-1.05345, 21.18423, 16.58347], [-0.70280, 20.46380, 15.51093], [0.60705, 19.91474, 15.62067], [1.22834, 20.45577, 16.92986], [0.06807, 21.20393, 17.61511], [1.20356, 20.39927, 14.84463], [0.67617, 18.83611, 15.53475], [2.06065, 21.14139, 16.80756], [1.52355, 19.62179, 17.56666], [0.33287, 22.18402, 17.99232], [-0.37938, 20.60385, 18.41374], [-10.88932, 19.61503, 11.42227], [-11.29197, 20.34351, 12.27958], [-12.22744, 21.29831, 12.03031], [-12.72291, 21.83857, 13.24279], [-11.61843, 21.58606, 14.26358], [-10.94600, 20.31876, 13.75929], [-13.64133, 21.31192, 13.53028], [-12.99192, 22.89096, 13.17713], [-11.87923, 21.60568, 15.31873], [-10.90267, 22.41251, 14.19477], [-11.33383, 19.38602, 14.17127], [-9.86327, 20.33405, 13.86955], [-8.54026, 15.92885, 11.10900], [-7.58303, 15.39373, 12.03466], [-8.01232, 14.46202, 13.03976], [-6.37970, 14.68315, 11.21567], [-5.59008, 13.71584, 11.94636], [-4.51466, 13.23767, 11.01418], [-6.69256, 16.79422, 12.71360], [-6.22642, 12.93171, 12.35105], [-5.13688, 14.27521, 12.77275], [-4.90583, 12.96191, 10.03346], [-3.97583, 12.37777, 11.41373], [-3.78511, 14.02855, 10.83825], [-6.33450, 17.37390, 11.87159], [-5.94703, 16.48703, 13.44404], [-7.45230, 17.33152, 13.28035], [-7.10213, 16.39503, 15.99700], [-7.37179, 16.11130, 17.38380], [-8.45068, 15.25485, 17.77159], [-5.98298, 15.52997, 17.96797], [-6.00785, 14.95686, 19.26974], [-4.57198, 14.71370, 19.70338], [-7.48768, 17.62667, 18.30746], [-6.61633, 14.05062, 19.26930], [-6.44706, 15.64532, 19.99972], [-4.11284, 14.04503, 18.97738], [-4.50032, 14.33880, 20.72222], [-4.07227, 15.68359, 19.72139], [-8.51138, 17.98524, 18.19309], [-6.79194, 18.34112, 17.88783], [-7.45485, 17.51833, 19.38830], [-5.22088, 19.23842, 19.58050], [-5.44999, 20.59537, 19.95315], [-6.70225, 21.26105, 19.74781], [-5.09874, 20.59614, 21.55071], [-5.31972, 21.81169, 22.25562], [-4.01978, 22.38157, 22.76896], [-4.17230, 21.69429, 19.27867], [-6.04795, 21.65401, 23.05627], [-5.88648, 22.55435, 21.67832], [-3.30850, 22.63954, 21.97980], [-3.54913, 21.63475, 23.40974], [-4.11530, 23.32575, 23.30677], [-4.21042, 22.63000, 19.82449], [-4.58755, 21.90221, 18.28899], [-3.24257, 21.15147, 19.16750], [-7.04970, 19.77149, 13.78922], [-6.29056, 20.09209, 14.96628], [-6.87707, 20.04648, 16.28521], [-4.93733, 19.22370, 14.97293], [-4.10653, 19.24866, 16.13938], [-3.72801, 17.83947, 16.57157], [-5.58572, 21.72740, 14.69690], [-4.54082, 19.70672, 17.03149], [-3.24353, 19.85461, 15.87117], [-3.72094, 17.15919, 15.71939], [-4.35399, 17.44783, 17.37168], [-2.72522, 17.84217, 17.00992], [-4.75855, 21.62744, 14.00117], [-5.34724, 22.20792, 15.64137], [-6.38185, 22.31524, 14.24263], [-1.85869, 15.43168, 17.92049], [-0.61847, 15.44061, 18.64942], [-0.57241, 15.48890, 20.07813], [0.22177, 14.19414, 18.08979], [1.49033, 13.93485, 18.67987], [1.65642, 12.43976, 18.90307], [0.33595, 16.82595, 17.98123], [1.69496, 14.46093, 19.61496], [2.27223, 14.26949, 17.99267], [1.08073, 11.98527, 19.71113], [2.68523, 12.10336, 19.01543], [1.25318, 11.93913, 18.01544], [1.35051, 16.77251, 18.36635], [-0.12853, 17.73371, 18.36394], [0.20053, 16.74413, 16.90659], [-9.28947, 22.09132, 17.63492], [-8.53908, 23.08148, 16.12560], [-10.04022, 20.36524, 17.09441], [-10.58339, 23.20556, 18.56169], [-8.46732, 21.83181, 18.28842], [-2.23315, 17.93934, 12.19059], [-3.96697, 18.40142, 11.40816], [-0.99940, 19.43800, 12.04282], [-1.64612, 16.30282, 11.32301], [-2.39125, 17.75643, 13.24464]], "forces_ev_per_angstrom": [[-0.232, -0.129, 0.126], [0.077, 0.096, -0.742], [0.715, 0.132, 0.468], [-1.063, -0.749, -0.476], [-0.535, -0.098, 0.071], [0.181, 0.361, 0.223], [0.272, 0.054, 0.114], [0.261, 0.431, 0.175], [0.065, -0.054, -0.009], [0.156, 0.152, -0.008], [0.027, -0.203, 0.014], [0.100, -0.014, -0.029], [0.317, -0.056, -0.444], [-0.414, 0.573, 1.275], [0.365, -0.154, -0.818], [-0.343, -0.040, 0.497], [0.086, 0.196, 0.643], [-0.421, -0.433, -0.795], [-0.006, 0.063, 0.000], [0.098, 0.115, -0.188], [-0.011, -0.241, -0.110], [0.062, -0.019, -0.098], [0.177, -0.032, -0.008], [0.027, 0.153, 0.014], [0.085, -0.112, -0.254], [0.236, 0.854, 0.555], [-0.469, -0.593, 0.000], [1.671, 1.709, -0.052], [-0.901, -0.299, 1.090], [-0.218, -1.077, -0.494], [-0.250, -0.583, -0.473], [-0.609, -0.049, -0.100], [0.144, -0.231, -0.358], [0.350, 0.121, -0.059], [-0.287, 0.144, -0.079], [0.298, 0.210, 0.303], [0.119, 0.121, -0.105], [-0.255, -0.245, 0.254], [0.084, 0.023, -0.434], [-0.471, -0.229, 1.329], [0.680, 0.702, 0.174], [-0.043, 0.348, -0.379], [0.059, -0.109, -0.186], [0.262, 0.010, -0.514], [-0.557, -0.329, -0.136], [0.062, -0.090, -0.216], [-0.026, 0.033, 0.084], [0.008, -0.174, 0.035], [0.643, -0.420, -0.008], [0.628, 0.242, 0.145], [0.115, 0.338, -0.067], [-0.970, 0.118, -0.207], [0.193, 0.604, 0.278], [0.384, -0.037, -0.477], [-1.173, -0.675, 0.442], [-0.065, -0.007, -0.163], [0.021, -0.295, 0.153], [-0.207, -0.085, 0.131], [-0.086, 0.018, 0.154], [-0.011, 0.040, 0.073], [0.039, -0.095, 0.202], [0.266, -0.105, -0.314], [0.014, 0.203, -0.141], [-0.078, -0.187, 0.977], [0.451, 0.511, 0.266], [0.199, -0.090, -0.116], [-0.439, 0.199, -0.681], [-0.037, -0.271, 1.303], [-0.342, 0.458, -0.442], [-0.997, 0.074, -0.281], [0.071, 0.012, -0.132], [-0.216, 0.080, -0.248], [0.375, 0.002, 0.247], [-0.209, -0.340, -0.083], [0.252, -0.140, -0.267], [0.016, 0.063, -0.621], [0.082, 0.026, 0.177], [0.730, -0.448, -0.045], [-0.070, 0.154, -0.242], [1.206, 0.815, 1.303], [-0.063, -0.323, -0.018], [-0.388, -0.116, -1.263], [-0.868, 1.489, 0.413], [0.595, -0.074, 0.032], [-1.608, -0.821, -0.568], [0.408, -0.582, 0.205], [0.399, -0.235, -0.541], [-0.137, -0.356, -0.212], [0.122, 0.181, 0.088], [-0.472, -0.211, 0.252], [0.415, -0.092, 0.244], [0.274, -0.002, -0.087], [0.201, 0.256, 0.336], [0.515, -0.365, 0.797], [0.860, 1.008, 0.145], [0.147, -0.140, -0.646], [-1.546, -0.075, -0.263], [0.870, -0.207, 0.924], [0.361, -0.020, -0.087], [-0.819, -0.188, -0.054], [-0.565, 0.332, -0.509], [0.015, -0.175, -0.100], [0.025, -0.056, 0.070], [-0.339, -0.008, -0.259], [0.073, 0.084, -0.183], [0.112, 0.029, 0.117], [0.360, -0.250, 0.041], [0.035, -0.074, -0.140], [0.688, -0.377, 0.650], [0.123, 0.858, -1.073], [-0.052, -0.252, -0.195], [-0.845, 0.609, 0.472], [1.651, -0.716, 0.628], [-0.737, -0.775, -0.712], [-0.709, -0.583, 0.634], [-0.658, 0.223, -0.003], [-0.206, 0.007, -0.226], [-0.038, 0.589, 0.271], [0.129, 0.382, 0.002], [0.266, 0.017, -0.080], [0.130, -0.079, -0.313], [-0.123, -0.042, -0.027], [0.392, 0.096, -0.060], [-0.151, -0.221, -0.403], [-0.287, -0.295, 0.400], [0.133, 0.632, 0.290], [0.346, -0.411, -0.162], [-0.023, 0.221, 0.123], [-0.483, -0.031, -0.634], [0.642, 0.244, 0.289], [-0.173, -0.496, -0.028], [0.280, 0.576, 0.260], [0.010, -0.200, -0.028]]}

=====

Entry 2:
{"formula": "C33H66FN3O7", "method": "the ωB97M-V functional and the def2-TZVPD basis", "e_tot_ha": -2087.55032, "smiles": "CC1(C)CCCC(C)(C)N1O.CC1(C)CCCC(C)(C)N1O.CC1(C)CCCC(C)(C)N1O.O=C1OC[C@@H](F)O1.CC(C)=O", "homo_lumo_gap_ha": 0.293, "e_lumo_ha": 0.0124, "elements": ["C", "C", "C", "C", "C", "C", "C", "C", "C", "N", "O", "H", "H", "H", "H", "H", "H", "H", "H", "H", "H", "H", "H", "H", "H", "H", "H", "H", "H", "H", "C", "C", "C", "C", "C", "C", "C", "C", "C", "N", "O", "H", "H", "H", "H", "H", "H", "H", "H", "H", "H", "H", "H", "H", "H", "H", "H", "H", "H", "H", "C", "C", "C", "C", "C", "C", "C", "C", "C", "N", "O", "H", "H", "H", "H", "H", "H", "H", "H", "H", "H", "H", "H", "H", "H", "H", "H", "H", "H", "H", "O", "C", "O", "C", "C", "F", "O", "H", "H", "H", "C", "C", "C", "O", "H", "H", "H", "H", "H", "H"], "xyz": [[3.75870, 2.23347, -0.08990], [3.22039, 2.71344, 1.29783], [2.37574, 1.61609, 2.08442], [4.40725, 3.26706, 2.16303], [4.28445, 4.33072, 3.27343], [3.45774, 5.46184, 2.66512], [2.11120, 5.07418, 2.00021], [1.12910, 4.53462, 3.13702], [1.52482, 6.28364, 1.23058], [2.36223, 3.92566, 1.02575], [1.24245, 3.68656, 0.27957], [4.24064, 1.26353, 0.03292], [2.85065, 2.04915, -0.66397], [4.46678, 2.95335, -0.50039], [2.21367, 1.84358, 3.13803], [1.46594, 1.54553, 1.48828], [2.95656, 0.69847, 1.99106], [4.73851, 2.34457, 2.63988], [5.22365, 3.51249, 1.48380], [3.69798, 4.02913, 4.14130], [5.28913, 4.64686, 3.55411], [4.06497, 5.98948, 1.92963], [3.25470, 6.28093, 3.35502], [1.62740, 3.95293, 3.91254], [0.20415, 4.08213, 2.77954], [0.65930, 5.38521, 3.63086], [0.54241, 6.07350, 0.80772], [2.19914, 6.66978, 0.46618], [1.46714, 7.13576, 1.90782], [1.58538, 3.73803, -0.61561], [1.66125, -4.03969, -3.36978], [1.77487, -4.87216, -2.09018], [0.76692, -6.03225, -2.24190], [3.21604, -5.42902, -2.07428], [4.25964, -4.49485, -1.63831], [3.89980, -4.12142, -0.15596], [2.59336, -3.35325, -0.12893], [2.21989, -3.34767, 1.42431], [2.65378, -1.92337, -0.69622], [1.51598, -4.10147, -0.84034], [0.24792, -3.54137, -0.78519], [0.75225, -3.44109, -3.31074], [2.56208, -3.44153, -3.50699], [1.69214, -4.71176, -4.22738], [-0.21803, -5.62289, -2.46641], [1.16473, -6.63190, -3.06059], [0.83387, -6.67072, -1.36101], [3.33368, -6.41360, -1.62166], [3.37318, -5.77072, -3.09735], [5.17722, -5.08308, -1.62751], [4.19836, -3.62833, -2.29671], [4.80776, -3.62526, 0.18683], [3.91770, -5.07529, 0.37123], [2.89512, -2.78833, 2.07185], [2.22226, -4.36371, 1.81896], [1.23467, -2.89838, 1.54914], [3.32349, -1.38037, -0.02933], [1.70761, -1.38477, -0.64348], [3.13164, -1.95074, -1.67551], [-0.20761, -4.32440, -0.46748], [-2.51849, 2.24502, 0.43242], [-2.61365, 0.96882, 1.26069], [-1.97832, -0.08392, 0.42640], [-1.81556, 1.29799, 2.54243], [-2.00629, 0.17950, 3.61550], [-3.54362, 0.13890, 3.84445], [-4.47380, -0.13653, 2.62215], [-4.66005, -1.68379, 2.19400], [-5.87375, 0.35144, 3.00511], [-4.04861, 0.67280, 1.53425], [-4.90938, 0.62039, 0.45303], [-3.07613, 2.24314, -0.50414], [-2.87315, 3.11974, 0.97756], [-1.47204, 2.48591, 0.24531], [-2.70290, -0.50229, -0.27220], [-1.08039, 0.18610, -0.12941], [-1.64238, -0.94301, 1.00709], [-0.74621, 1.14472, 2.39718], [-1.90801, 2.30161, 2.95751], [-1.72262, -0.80147, 3.23430], [-1.49948, 0.53947, 4.51086], [-3.73092, 1.12679, 4.26527], [-3.82276, -0.49357, 4.68716], [-5.37874, -1.77697, 1.37980], [-5.09596, -2.22931, 3.03096], [-3.74878, -2.22540, 1.94033], [-6.71959, -0.09544, 2.48268], [-6.00846, 1.39457, 2.71908], [-6.05595, 0.14314, 4.05940], [-5.37239, 1.44242, 0.63048], [1.57336, 2.77523, -2.81070], [0.81590, 1.84660, -2.70164], [-0.49444, 1.98835, -3.16174], [-1.12080, 0.74284, -2.78778], [-0.03071, -0.29171, -2.44886], [0.25371, -1.07996, -3.52800], [1.05992, 0.49318, -2.27437], [-1.90916, 0.89990, -2.05162], [-1.69827, 0.41457, -3.65200], [-0.31288, -0.86860, -1.56814], [-4.67668, -2.22542, -6.02988], [-5.29946, -0.97326, -5.57118], [-4.65357, -0.18809, -4.43808], [-6.39608, -0.61141, -6.11479], [-5.50944, -2.92593, -5.96738], [-3.76407, -2.42233, -5.46734], [-4.39368, -2.08040, -7.07247], [-5.18452, -0.48311, -3.53300], [-4.91602, 0.86824, -4.49642], [-3.57851, -0.36775, -4.42916]], "forces_ev_per_angstrom": [[-0.965, -0.469, 1.767], [-0.961, 2.291, 1.444], [1.403, 0.700, -1.703], [0.385, -1.896, 0.299], [-1.738, 0.145, -1.423], [0.108, 1.151, -0.605], [-0.125, -2.423, 0.397], [-0.266, 1.691, -0.499], [0.386, -0.201, 0.623], [2.505, 1.712, 0.914], [-1.251, -0.887, -0.602], [0.197, -0.025, -0.024], [0.424, 0.141, -0.587], [-0.407, -0.002, -0.191], [-0.101, 0.174, -0.227], [-0.283, -0.302, 0.435], [-0.242, -0.303, 0.191], [0.475, -0.157, 0.180], [-0.062, 0.441, -0.013], [0.500, -0.625, 0.168], [-0.189, 0.061, 0.169], [0.087, -0.215, -0.510], [-0.222, -0.177, 0.516], [-0.095, -0.176, -0.319], [0.459, -0.762, -0.527], [0.441, 0.464, 0.403], [0.135, 0.010, 0.042], [0.084, -0.554, -0.299], [-0.367, -0.101, 0.342], [-0.340, 0.149, -0.449], [0.307, 0.094, 0.260], [0.248, 0.261, 0.187], [1.226, 0.419, 0.354], [-1.390, -1.717, -1.306], [-0.457, -0.058, 1.520], [1.504, -0.392, -2.686], [-1.607, 0.277, 1.848], [-0.458, 0.344, -0.960], [1.234, -0.402, 1.076], [2.583, -2.148, 0.034], [-0.290, 0.282, -0.143], [0.181, 0.083, -0.425], [-0.273, 0.527, 0.124], [-0.509, -0.006, -0.077], [-0.099, -0.417, 0.076], [-0.459, -0.040, -0.243], [-0.512, 0.080, 0.173], [-0.401, 0.086, 1.037], [0.147, 0.400, -0.522], [0.463, 0.736, -0.371], [0.891, 0.072, 0.132], [-0.555, 0.843, 0.558], [-0.676, 0.068, 0.256], [0.318, 0.234, -0.414], [-0.214, -0.083, -0.237], [-0.121, -0.115, 0.096], [0.189, 0.331, -0.080], [-0.011, -0.392, -0.319], [-0.466, 0.339, -0.140], [-0.773, 0.329, 0.259], [-0.259, 1.076, -0.035], [-0.485, 1.742, -0.503], [0.695, -2.212, -0.185], [0.828, -2.560, 0.695], [-2.484, 0.981, -0.899], [0.471, 0.009, 0.630], [-0.436, -1.636, -0.017], [0.317, 0.779, 1.024], [-0.770, -0.100, 0.087], [2.386, 1.271, 1.439], [0.099, 0.137, -0.522], [0.083, -0.325, -0.106], [-0.301, -0.048, 0.245], [0.126, -0.212, -0.231], [-0.086, 0.163, -0.221], [-0.151, 0.602, 0.241], [-0.113, -0.185, 0.297], [0.198, 0.616, -1.045], [-0.624, -0.087, -0.124], [0.706, 0.143, 0.214], [0.092, -0.699, 0.114], [-0.598, 0.335, -0.395], [-0.045, -0.558, -0.211], [0.188, 0.290, -0.110], [-0.057, 0.030, 0.183], [0.215, 0.292, -0.124], [0.306, -0.628, -0.258], [0.349, 0.332, 0.753], [-0.052, 0.427, 0.092], [-0.539, 0.082, -0.732], [-0.425, -2.263, 1.023], [-0.555, 0.937, -1.603], [1.825, -2.185, 1.892], [-1.803, -0.204, -1.414], [-1.614, 1.255, -0.700], [-0.457, -0.505, 0.012], [1.546, 3.525, 0.500], [0.622, 0.142, 0.510], [0.316, -0.185, -0.229], [0.524, -0.439, -0.267], [0.308, 0.205, -0.130], [-3.854, 2.348, -1.523], [-0.906, 0.097, -0.659], [3.701, -0.907, 2.087], [0.586, -0.605, -0.035], [-0.296, -0.630, 0.069], [-0.122, -0.174, -0.105], [0.457, -0.460, 0.307], [0.277, 0.038, -0.391], [-0.183, 0.066, 0.378]]}